1.
Entry from the Open Molecules 2025 dataset: a structure of composition C2H10AuN2O2PS4 at a distorted geometry (wB97M-V/def2-TZVPD).

Structure (XYZ):
```
22
Properties=species:S:1:pos:R:3:forces:R:3
Au -0.703 0.361 2.532 -0.449 -0.223 -0.545
S -2.355 -1.413 1.973 0.493 0.228 0.114
S -3.055 -0.259 0.401 0.218 -0.128 -0.186
S -3.593 1.572 1.111 -0.040 0.132 0.074
S -1.883 2.535 1.825 0.957 -0.307 -0.770
N 0.316 2.379 -0.638 -0.066 0.033 0.252
C 0.403 1.107 -1.377 0.151 -0.093 0.369
P 1.443 -0.087 -0.414 -0.089 0.548 0.132
O 2.840 -0.032 -0.886 0.236 -0.151 -0.319
O 1.202 0.068 1.079 -0.199 -0.292 -0.237
C 0.751 -1.778 -0.858 0.208 0.523 -0.292
N 0.707 -2.558 0.408 -1.648 0.288 0.821
H 1.108 2.477 -0.008 0.005 0.080 -0.100
H -1.025 2.592 0.644 -0.799 -0.135 0.752
H 0.309 3.180 -1.258 0.054 -0.089 -0.023
H 0.912 1.227 -2.335 -0.022 -0.051 -0.039
H -0.599 0.714 -1.553 -0.060 -0.033 0.060
H 1.451 -2.238 -1.553 -0.016 -0.084 0.090
H -0.237 -1.732 -1.308 -0.093 -0.106 0.152
H -0.241 -2.371 0.905 1.168 -0.103 -0.499
H 1.425 -2.186 1.035 -0.006 0.034 0.190
H 0.823 -3.558 0.277 -0.003 -0.072 0.005
```
Positions in Å, forces in eV/Å.

The calculation puts the total energy at -2412.0480 Eh. As for the multiplicity: 1. The strongest force on any atom comes out at 1.9 eV Å⁻¹. As for the HOMO energy: -0.28746 hartree. The LUMO energy is -0.405 eV. Its HOMO-LUMO gap is 0.2726 Ha.



2.
Entry from the Open Molecules 2025 dataset: a structure of composition C6H7CoLiO6 at a distorted geometry (wB97M-V/def2-TZVPD).

Structure (XYZ):
```
21
Properties=species:S:1:pos:R:3:forces:R:3
Co 2.813 1.635 -1.668 1.788 1.632 -1.401
O 1.110 1.073 -1.355 -0.921 -1.535 -0.104
O 1.206 -1.480 -0.296 -0.475 1.230 -1.332
C 2.524 -2.011 -0.334 1.149 -0.532 0.757
C 3.421 -0.924 0.234 0.706 -1.086 0.783
O 2.810 0.310 -0.204 -0.859 0.275 -0.553
C 1.438 0.200 -0.487 -0.970 -0.889 1.363
H 2.575 -2.920 0.276 -0.002 0.105 -0.245
H 2.787 -2.214 -1.381 -0.469 -0.124 0.111
H 4.443 -0.957 -0.153 -0.125 0.007 0.195
H 3.418 -0.905 1.331 0.134 -0.016 -0.203
Li -4.989 -0.648 -1.447 -0.130 -0.110 0.013
O -3.542 -1.919 -0.755 1.457 0.657 -0.523
O -1.536 -1.093 -0.199 4.014 0.621 0.295
C -0.924 -0.159 0.507 -0.860 -1.519 -0.206
C 0.538 -0.131 0.690 -0.840 1.674 -0.931
O -3.229 0.273 -0.928 1.301 0.017 -0.128
C -2.864 -0.891 -0.742 -4.525 -0.408 0.745
H -1.749 0.275 1.100 0.480 1.524 0.729
H -0.308 0.169 1.789 -0.281 -1.838 -0.251
H 1.122 0.395 1.475 -0.575 0.312 0.885
```
Positions in Å, forces in eV/Å.

The calculation puts the total energy at -2073.0630 Eh. As for the multiplicity: 5. The total charge is +3. The strongest force on any atom comes out at 4.6 eV Å⁻¹. As for the HOMO energy (alpha / beta): -0.74039 / -0.73915 hartree. The LUMO energy (alpha / beta) is -14.206 / -14.589 eV. Its HOMO-LUMO gap (alpha / beta) is 0.2183 / 0.2030 Ha.



3.
Entry from the Open Molecules 2025 dataset: an isolated molecule of C9H19NO (wB97M-V/def2-TZVPD).

Structure (XYZ):
```
30
Properties=species:S:1:pos:R:3:forces:R:3
C -4.227 -0.304 0.226 0.169 -0.171 0.014
C -2.930 -1.033 -0.105 0.016 0.138 -0.139
C -1.815 -0.101 -0.579 0.013 -0.077 0.348
C -1.235 0.749 0.551 -0.124 -0.106 -0.126
N -0.334 1.774 0.033 -0.059 0.263 0.229
C 0.940 1.310 -0.474 0.237 -0.052 0.382
C 1.900 0.700 0.575 0.046 0.464 -0.333
C 3.323 0.532 0.029 -0.167 -0.079 0.153
C 3.240 -0.833 -0.651 -0.116 -0.003 0.058
C 2.213 -1.576 0.214 0.156 -0.413 -0.098
O 1.508 -0.606 0.971 -0.175 0.053 0.137
H -5.003 -1.017 0.495 -0.121 0.011 0.045
H -4.093 0.379 1.061 -0.065 0.106 0.089
H -4.570 0.269 -0.633 -0.082 0.088 -0.073
H -2.586 -1.584 0.773 0.012 -0.118 -0.010
H -3.133 -1.762 -0.894 0.032 -0.072 0.071
H -2.190 0.563 -1.360 0.024 0.029 -0.079
H -1.018 -0.711 -1.009 0.054 0.014 -0.093
H -2.047 1.282 1.052 0.008 -0.048 0.028
H -0.747 0.092 1.285 -0.161 0.035 -0.034
H -0.165 2.463 0.760 -0.035 -0.038 -0.134
H 0.748 0.575 -1.257 0.121 0.000 -0.111
H 1.434 2.174 -0.929 0.057 -0.100 -0.058
H 1.873 1.323 1.478 0.011 -0.028 -0.110
H 4.033 0.498 0.857 0.017 0.050 -0.005
H 3.609 1.330 -0.651 0.053 0.057 0.000
H 2.875 -0.725 -1.673 0.033 -0.029 -0.027
H 4.197 -1.350 -0.678 0.011 -0.020 -0.065
H 2.698 -2.259 0.922 -0.049 0.023 -0.112
H 1.505 -2.154 -0.391 0.083 0.024 0.054
```
Positions in Å, forces in eV/Å.

The calculation puts the total energy at -484.2983 Eh. As for the multiplicity: 1. The strongest force on any atom comes out at 0.6 eV Å⁻¹. As for the HOMO energy: -0.30668 hartree. The value obtained for the energy relative to the best compared isomer or geometry (same formula, charge and spin) is 114.31 kJ/mol. The LUMO energy is 1.041 eV. The structure (SMILES) is CCCCNC[C@@H]1CCCO1. Its HOMO-LUMO gap is 0.3449 Ha.